Record 1
The following is a DFT calculation (the ωB97M-V functional and the def2-TZVPD basis) of 2 unconnected molecules or ions with the total composition C6H12O in a non-equilibrium geometry.

Computed properties:
Structure (SMILES)   C=CC/C=C/C.O
HOMO level   -8.97 eV
Energy relative to the best compared isomer or geometry (same formula, charge and spin)   85.8 kcal per mole
Molecular weight   100.161 g mol⁻¹
E_LUMO   0.85 eV

```
! wB97M-V def2-TZVPD RIJCOSX def2/J DEFGRID3
* xyz 0 1
O -5.217 3.850 -1.930
C 1.231 0.357 0.641
C 0.771 -1.135 -1.257
C 0.872 -2.641 -1.563
C 0.968 -0.446 1.968
C 1.331 -0.228 3.237
C 1.636 -0.424 -0.469
H -4.605 3.521 -2.619
H 1.890 0.737 3.422
H 0.788 -3.021 -2.658
H 2.629 -0.519 -0.359
H 0.254 0.736 0.526
H 0.131 -3.225 -0.943
H 1.828 -3.071 -1.239
H 1.257 -0.912 4.156
H 1.828 1.318 0.784
H -0.220 -0.802 -1.257
H 0.720 -1.570 1.772
H -5.618 3.112 -1.474
*
```


Record 2
The following is a DFT calculation (the ωB97M-V functional and the def2-TZVPD basis) of 2 unconnected molecules or ions with the total composition C6H14N2O2 in a non-equilibrium geometry.

Computed properties:
Structure (SMILES)   CNC(C)=O.CNC(C)=O
HOMO level   -9.18 eV
Energy relative to the best compared isomer or geometry (same formula, charge and spin)   36.9 kcal per mole
Molecular weight   146.190 g mol⁻¹
E_LUMO   0.86 eV

```
! wB97M-V def2-TZVPD RIJCOSX def2/J DEFGRID3
* xyz 0 1
O 0.251 0.845 -0.605
O -1.604 -0.635 0.403
N 1.705 -0.273 -2.002
N -1.237 -0.147 2.565
C -0.087 1.143 -2.905
C -0.819 -0.600 1.320
C 0.591 0.433 -1.694
C 0.593 -1.251 1.316
C -2.565 0.479 2.605
C 2.852 -0.116 -1.083
H -3.250 -0.290 2.936
H 3.707 0.284 -1.620
H -0.545 0.209 3.203
H 2.666 0.534 -0.234
H 0.654 -1.930 2.177
H 1.320 -0.460 1.374
H 0.142 0.621 -3.848
H 1.995 -0.501 -2.936
H -2.682 1.303 3.339
H 0.209 2.183 -3.000
H -2.925 0.859 1.652
H -1.146 1.140 -2.604
H 3.125 -1.101 -0.678
H 0.515 -1.865 0.406
*
```


Record 3
The following is a DFT calculation (the ωB97M-V functional and the def2-TZVPD basis) of C24H31N3O5S in the gas phase in a non-equilibrium geometry.

Computed properties:
Structure (SMILES)   COc1ccc(S(=O)(=O)N2CCC(C(=O)N3CCN(c4ccccc4OC)CC3)CC2)cc1
HOMO level   -6.74 eV
Energy relative to the best compared isomer or geometry (same formula, charge and spin)   549.4 kcal per mole
Molecular weight   473.595 g mol⁻¹
E_LUMO   0.48 eV

```
! wB97M-V def2-TZVPD RIJCOSX def2/J DEFGRID3
* xyz 0 1
S -2.915 0.075 0.419
O -8.110 -1.738 -0.845
O 1.390 3.502 0.697
O -2.747 0.526 1.917
O 6.916 0.002 -1.018
O -1.853 -1.221 0.005
N -2.735 1.273 -0.661
N 2.128 1.367 0.538
N 4.258 -0.420 -0.744
C 5.596 -3.207 1.191
C 1.160 2.229 0.315
C 5.158 -0.965 -0.152
C 6.550 -0.912 -0.238
C 8.279 0.222 -1.239
C -9.352 -1.417 -0.004
C -6.993 -1.414 -0.465
C -1.183 2.653 0.765
C 6.932 -2.855 0.958
C 2.944 -0.567 -0.940
C -6.022 -1.820 -1.295
C -0.257 1.856 0.238
C 4.274 1.144 -0.469
C -4.705 -1.429 -1.021
C -5.573 -0.214 0.975
C -0.426 1.782 -1.447
C 3.474 1.466 0.734
C 1.907 -0.115 0.428
C -2.684 2.555 0.229
C -4.554 -0.718 0.331
C 4.600 -2.291 0.679
C -6.788 -0.696 0.478
C -1.650 1.192 -1.764
C 7.360 -1.884 0.191
H 8.915 0.667 -0.281
H -10.401 -1.934 -0.463
H 5.258 -4.106 1.805
H -2.695 3.323 -0.368
H 0.295 1.072 -1.946
H -3.899 -1.611 -1.446
H 3.484 -2.363 0.922
H -1.688 -0.024 -1.745
H 7.506 -3.534 1.538
H 8.759 -0.571 -1.936
H 0.934 -0.262 -0.195
H 3.467 2.748 0.786
H -9.487 -0.326 -0.198
H -5.247 0.457 1.667
H -0.510 0.840 0.620
H 8.439 -1.680 0.237
H -6.134 -2.564 -2.027
H 4.038 1.029 1.595
H 2.315 -0.644 1.113
H 8.391 1.186 -1.616
H 2.385 0.006 -1.778
H 4.149 1.571 -1.351
H 5.495 1.338 -0.288
H -9.192 -1.747 0.952
H 2.796 -1.568 -1.218
H -0.903 3.773 0.587
H -7.575 -0.159 1.329
H -0.345 2.847 -1.589
H -2.190 1.529 -2.422
H -3.353 2.727 0.896
H -1.153 2.784 1.729
*
```


The lowest molecular weight belongs to which entry?
C6H12O


What is the formula in the third record?
C24H31N3O5S